No. 1
# C28H45F9OP2Re

A structure of composition C28H45F9OP2Re (ωB97M-V/def2-TZVPD, the OMol25 dataset).

Calculated values
- Total charge: +2
- Gap between HOMO and LUMO (alpha / beta): 6.90 / 6.38 eV
- DFT total energy: -2828.22171 a.u.
- Spin multiplicity: 4
- HOMO level (alpha / beta): -0.5184 / -0.5180 Ha

XYZ file:
```
86
C28H45F9OP2Re, DFT ωB97M-V/def2-TZVPD
Re 0.49370 0.02570 0.37204
C 2.58218 -0.04599 0.39055
C 2.15453 1.18438 0.98131
C 1.26887 -0.55214 2.23719
C 2.11074 -1.11787 1.21541
C 1.33355 0.86999 2.10639
C 3.54609 -0.21131 -0.75250
H 3.44091 0.60856 -1.48049
H 3.38026 -1.17127 -1.26330
H 4.59011 -0.21145 -0.38547
C 2.76853 -2.45553 1.23213
H 3.42471 -2.60583 0.35503
H 2.03011 -3.26308 1.30002
H 3.41911 -2.51125 2.13121
C 0.58384 -1.23449 3.37074
H 1.13343 -1.07488 4.31774
H 0.47533 -2.30953 3.20897
H -0.41857 -0.80267 3.52663
C 0.83302 1.82324 3.14312
H 1.57323 1.98962 3.94034
H -0.06211 1.44805 3.63630
H 0.60642 2.80134 2.71360
C 2.78573 2.51157 0.70884
H 3.81538 2.57199 1.11634
H 2.21440 3.32551 1.15954
H 2.86513 2.70118 -0.36541
C -0.73697 2.62887 -2.27646
C 0.58357 2.85948 -2.16568
C 1.15161 4.24440 -2.25537
C 0.90845 5.23127 -1.08227
C 0.04433 4.73805 0.04043
C -1.25796 4.53965 -0.10610
C -1.95853 4.78400 -1.40963
C -1.70046 3.75201 -2.53483
H 0.78350 4.72005 -3.17777
H 0.49419 6.16098 -1.50545
H 2.24052 4.14302 -2.37383
H -1.35131 4.30845 -3.41818
H -1.16505 1.61907 -2.29539
H 1.32643 2.05240 -2.13730
H -2.66834 3.30760 -2.80733
H -3.04073 4.82224 -1.22035
H -1.91058 4.25348 0.72373
H -1.70027 5.78072 -1.79721
H 1.88665 5.51842 -0.66791
H 0.54985 4.64124 1.00541
P 0.20709 -1.21984 -2.13905
C 1.04479 -2.85364 -2.04292
H 0.91533 -3.39221 -2.99315
H 0.61576 -3.44826 -1.23284
H 2.11650 -2.71910 -1.86318
C -1.33021 -1.78565 -2.96885
H -1.08730 -2.44623 -3.81709
H -1.89483 -0.92579 -3.34924
H -1.94147 -2.34778 -2.25403
C 1.15373 -0.58918 -3.58716
H 0.65952 0.29193 -4.01005
H 1.22687 -1.36943 -4.36029
H 2.16762 -0.31641 -3.27217
P -2.25401 0.26533 0.85840
C -2.47281 1.35205 2.33823
H -3.49663 1.74979 2.40767
H -1.76090 2.18616 2.31038
H -2.28209 0.74275 3.23626
C -3.54017 0.79037 -0.35688
H -3.53534 1.87683 -0.52486
H -4.54580 0.49227 -0.01561
H -3.34513 0.28237 -1.31038
C -3.18324 -1.14713 1.57288
H -4.11378 -0.77798 2.02838
H -2.58679 -1.62298 2.35537
H -3.42920 -1.87788 0.80152
F -3.43320 -4.33791 1.52076
C -2.38735 -4.45588 0.64290
F -2.34977 -5.73361 0.16983
F -2.68447 -3.61777 -0.40401
C -1.06234 -4.04195 1.27150
O -0.47379 -3.02342 0.85937
C -0.60188 -4.62958 2.58339
F -0.97375 -5.90353 2.86906
F 0.77021 -4.58853 2.59864
F -1.05190 -3.83768 3.61022
C 1.23257 -5.58593 -0.08756
F 1.33909 -6.61318 0.76448
F 0.46984 -5.95960 -1.14235
F 2.47169 -5.26106 -0.52232
```

Atom charges from the Mulliken analysis, given in e for atoms 1 to 8: Re -1.11; C 0.97; C 0.40; C 0.36; C 1.07; C 0.74; C -1.40; H 0.28

***

No. 2
# C28H45N3O9P

A cluster of 2 separate species, C28H45N3O9P in total (ωB97M-V/def2-TZVPD, the OMol25 dataset).

Calculated values
- Total charge: +1
- Gap between HOMO and LUMO: 6.14 eV
- DFT total energy: -2276.01540 a.u.
- ΔE to the lowest compared entry with this formula, charge and spin: 438.8 kJ/mol
- HOMO level: -0.4026 Ha

XYZ file:
```
86
C28H45N3O9P, DFT ωB97M-V/def2-TZVPD
C 6.53719 -2.52586 -0.14220
C 5.94402 -1.37779 -0.63537
C 6.74754 -0.05171 -0.44807
O 7.81225 0.08855 -0.97960
O 6.25622 1.01641 0.33600
C 5.32741 1.71336 -0.52588
C 4.54701 2.86046 0.24859
C 3.47155 3.48148 -0.76200
C 2.03615 3.66411 -0.12191
C 0.92123 2.72373 -0.78238
C -0.44169 2.98654 -0.00284
C -1.03785 1.75704 0.73469
C -2.35272 1.24572 0.28646
P -3.29075 1.98223 -1.15000
C -3.84784 0.68950 -2.39025
C -5.44476 0.59410 -2.51773
C -4.67044 3.11810 -0.59685
C -5.38770 3.88041 -1.80120
C -2.95830 0.09119 1.02473
C -4.35579 -0.42116 0.60114
O -5.30172 0.04536 1.17996
O -4.57543 -1.41461 -0.36552
O -5.79393 -1.98579 -0.06433
C -2.21181 -0.50641 2.17402
C -2.87087 -1.70692 2.91781
C -3.18556 -2.96223 2.00197
C -2.01197 -3.39238 1.04655
C -2.47285 -4.05252 -0.29674
O -3.44482 -4.75197 -0.32414
O -1.70625 -3.77662 -1.42969
C -0.38703 -4.33898 -1.34775
C 0.61700 -3.55729 -2.30967
C -0.90772 0.08034 2.53807
C -0.14279 -0.49022 3.76197
C 1.05035 -1.49932 3.43255
N 1.00724 -2.15562 2.12113
N -0.38082 1.16554 1.81868
O 0.80579 1.74954 2.16889
C 1.86972 1.01417 1.71718
N 2.62166 0.31223 1.20855
H 6.95800 -2.57900 0.89075
H 6.64982 -3.43747 -0.78633
H 4.95834 -1.42443 -1.16174
H 5.85539 2.23750 -1.37942
H 4.55511 1.02965 -0.98642
H 4.08119 2.49210 1.19754
H 5.33237 3.60640 0.54310
H 3.47935 2.94724 -1.74789
H 3.86068 4.52131 -0.97663
H 2.13945 3.50410 0.98400
H 1.70492 4.73813 -0.24574
H 1.24478 1.65022 -0.76419
H 0.84891 3.08047 -1.84838
H -0.22959 3.76132 0.79665
H -1.14994 3.47622 -0.71466
H -3.49297 0.94215 -3.43182
H -3.38800 -0.31554 -2.16639
H -5.83940 1.28837 -3.29887
H -5.92214 0.83750 -1.52068
H -5.75887 -0.47094 -2.72717
H -4.20878 3.92052 0.04956
H -5.46454 2.57436 -0.01356
H -5.46943 4.96641 -1.51736
H -4.85440 3.78797 -2.78097
H -6.41965 3.44556 -1.88934
H -6.48400 -1.57353 -0.62571
H -3.85112 -1.33633 3.34390
H -2.27689 -2.08622 3.79202
H -4.16132 -2.86778 1.44488
H -3.35291 -3.82463 2.71140
H -1.27854 -2.58361 0.79399
H -1.41757 -4.18329 1.59944
H 0.08020 -4.30461 -0.32840
H -0.33617 -5.41719 -1.68211
H 0.63900 -3.97562 -3.34364
H 0.38943 -2.45337 -2.30174
H 1.62966 -3.64697 -1.81459
H 0.32461 0.40103 4.28459
H -0.80865 -0.95556 4.53574
H 2.07598 -1.05701 3.57413
H 0.98473 -2.32701 4.19919
H 0.31541 -2.89680 2.06209
H 0.96503 -1.50767 1.33779
O 9.49521 0.58173 -3.65780
H 9.02445 0.20746 -2.90299
H 10.18185 -0.06582 -3.85107
```

Atom charges from the Mulliken analysis, given in e for atoms 1 to 8: C -0.65; C -0.17; C 0.60; O -0.48; O -0.34; C -0.60; C -0.56; C -0.81

***

No. 3
# C28H46BHfN4O3PSe

A structure of composition C28H46BHfN4O3PSe (ωB97M-V/def2-TZVPD, the OMol25 dataset).

Calculated values
- Total charge: -2
- Gap between HOMO and LUMO: 3.22 eV
- DFT total energy: -4355.03149 a.u.
- ΔE to the lowest compared entry with this formula, charge and spin: 0.0 kJ/mol
- HOMO level: 0.0355 Ha

XYZ file:
```
85
C28H46BHfN4O3PSe, DFT ωB97M-V/def2-TZVPD
Hf -1.03871 0.07612 0.35829
B -0.77017 -3.78437 -0.78107
N -1.22367 -3.60744 0.68938
C -1.69532 -4.59743 1.46796
C -2.17884 -4.04321 2.63804
C -1.95932 -2.66960 2.47236
N -1.38721 -2.42616 1.30236
N 0.53128 -2.97447 -1.02108
C 1.69848 -3.47685 -1.44064
C 2.64008 -2.46290 -1.44955
C 1.93016 -1.34777 -1.00151
N 0.65623 -1.65815 -0.76679
H -0.47020 -4.95562 -0.90560
H -1.63032 -3.44902 -1.55472
H -1.65462 -5.61538 1.11783
H -2.63247 -4.54961 3.47305
H -2.20041 -1.84034 3.11763
H 1.77258 -4.52543 -1.67323
H 3.67840 -2.52558 -1.72724
H 2.27984 -0.34896 -0.80887
C -0.60918 4.34085 -0.63430
O -0.97143 3.00851 -0.79588
C -1.02586 2.21775 0.44054
C -2.11038 2.84370 1.30499
H -1.38983 4.95052 -0.15844
H -0.41753 4.76915 -1.62897
H 0.30638 4.43702 -0.02343
H -1.92690 3.88865 1.61250
H -2.22037 2.27320 2.23367
H -3.09541 2.82133 0.80264
C -3.19879 2.19260 -2.66268
C -1.84176 1.97535 -3.32198
C -2.04489 1.85641 -4.83930
P -0.82107 0.63940 -2.49580
C 0.94764 1.03800 -2.99971
C 1.23607 1.64347 -4.37462
C 1.61149 1.93074 -1.95009
C -1.16672 -0.95541 -3.41374
C -0.43335 -1.22891 -4.72697
C -2.66014 -1.25120 -3.57032
H -3.58585 3.16973 -2.97602
H -3.13607 2.15482 -1.57818
H -3.91316 1.42475 -2.96729
H -1.23967 2.86325 -3.11522
H -2.71115 1.03066 -5.08454
H -1.12718 1.72493 -5.40607
H -2.52864 2.77176 -5.19991
H 1.41824 0.05141 -2.95296
H 0.75631 2.61915 -4.47533
H 0.91541 1.01666 -5.20432
H 2.31483 1.80487 -4.47539
H 1.15725 2.91996 -1.94291
H 2.67939 2.03585 -2.17380
H 1.49219 1.55969 -0.92938
H -0.80401 -1.68885 -2.69097
H -0.76434 -0.56304 -5.52737
H -0.65341 -2.25391 -5.04255
H 0.65036 -1.14551 -4.63500
H -3.10220 -0.70143 -4.40355
H -3.20631 -1.02248 -2.65359
H -2.78530 -2.31890 -3.77331
Se -3.49022 -0.32937 -0.08456
C 4.05925 0.06266 7.08624
C 3.09994 0.03141 5.92402
C 2.24446 1.09668 5.67884
C 1.36778 1.09611 4.59754
C 0.45600 2.26238 4.34130
C 1.38543 -0.00319 3.73739
C 2.23375 -1.09759 3.96075
C 2.20900 -2.29633 3.05371
C 3.07257 -1.06368 5.06554
C 0.52714 0.01051 2.51379
O -0.71926 0.20074 2.62631
O 1.07081 -0.14436 1.39743
H 3.82226 0.87942 7.76921
H 5.08816 0.20312 6.74359
H 4.02955 -0.87111 7.65196
H 2.25359 1.95538 6.34409
H 0.65516 3.06419 5.05473
H -0.58827 1.96036 4.41839
H 0.57081 2.64294 3.32314
H 1.18689 -2.63676 2.87369
H 2.77904 -3.11684 3.49398
H 2.62265 -2.05660 2.07408
H 3.72308 -1.91237 5.25778
```

Atom charges from the Mulliken analysis, given in e for atoms 1 to 8: Hf -0.61; B 0.26; N -0.30; C -0.32; C -1.13; C -0.52; N 0.60; N -0.36